{
  "formula": "C42H66BiN14O",
  "method": "the ωB97M-V functional and the def2-TZVPD basis",
  "elements": ["Bi", "C", "N", "C", "C", "N", "C", "C", "N", "C", "C", "N", "C", "N", "C", "C", "N", "C", "C", "C", "C", "N", "C", "N", "C", "C", "N", "C", "C", "N", "C", "C", "H", "H", "H", "H", "H", "H", "H", "H", "H", "H", "H", "H", "H", "H", "H", "H", "H", "H", "H", "H", "H", "H", "H", "H", "H", "H", "H", "H", "H", "H", "H", "H", "H", "H", "H", "H", "H", "H", "H", "H", "H", "H", "H", "H", "H", "H", "H", "H", "C", "C", "N", "C", "C", "C", "C", "C", "C", "C", "N", "C", "C", "C", "C", "C", "C", "C", "C", "N", "C", "H", "H", "H", "H", "H", "H", "H", "H", "H", "H", "H", "H", "N", "C", "O", "C", "C", "H", "H", "H", "H", "H", "H"],
  "positions_angstrom": [[-1.3605, 0.1038, 0.7034], [5.3092, 1.0282, -2.8282], [4.9780, 1.1318, -1.4208], [5.7670, 0.3067, -0.5258], [3.6287, 1.4001, -1.0879], [2.7450, 0.5207, -0.7708], [3.1236, -0.8702, -0.9264], [2.1251, -1.7421, -1.6831], [0.8683, -2.1466, -1.0229], [0.1942, -3.1446, -1.8801], [-0.6352, -2.6192, -3.0465], [0.1024, -1.8650, -4.0345], [-0.3806, -1.7265, -5.2102], [-1.6260, -2.2243, -5.6772], [-1.6294, -3.5741, -6.2172], [-2.8224, -1.8387, -4.9551], [0.3380, -1.0236, -6.1496], [1.6511, -0.5156, -5.8036], [-0.1635, -0.6957, -7.4800], [1.1290, -2.7038, 0.3030], [1.3091, -1.7256, 1.4930], [0.1240, -1.3932, 2.3159], [0.2380, -1.6340, 3.5911], [-0.8568, -1.6487, 4.4063], [-2.1870, -1.7400, 3.8485], [-0.7896, -1.2332, 5.7964], [1.4210, -1.9813, 4.2153], [1.4683, -3.0026, 5.2470], [2.6611, -1.2581, 4.0297], [3.3571, 2.7475, -1.1223], [4.4287, 3.7308, -1.2173], [2.0280, 3.2526, -0.8600], [6.3349, 1.3672, -2.9971], [5.2295, -0.0018, -3.2036], [4.6331, 1.6534, -3.4130], [6.7694, 0.7335, -0.4296], [5.3047, 0.2891, 0.4606], [5.8779, -0.7280, -0.8715], [4.0482, -0.9722, -1.5027], [3.3269, -1.3072, 0.0567], [1.8556, -1.2633, -2.6191], [2.6879, -2.6578, -1.9385], [0.9250, -3.8735, -2.2650], [-0.5113, -3.6853, -1.2550], [-1.1180, -3.4994, -3.4897], [-1.4282, -1.9919, -2.6194], [-0.6537, -3.7972, -6.6494], [-1.8520, -4.3350, -5.4577], [-2.3825, -3.6532, -7.0060], [-2.7201, -0.8132, -4.5954], [-3.6713, -1.8740, -5.6432], [-3.0591, -2.4877, -4.1005], [2.2825, -0.4990, -6.6916], [1.5975, 0.5006, -5.3935], [2.1025, -1.1612, -5.0537], [-1.2420, -0.5958, -7.4659], [0.2789, 0.2471, -7.8016], [0.0956, -1.4650, -8.2136], [0.3177, -3.3781, 0.5711], [2.0514, -3.3038, 0.2452], [2.0216, -2.2416, 2.1361], [1.7620, -0.7884, 1.1531], [-2.1217, -2.2255, 2.8800], [-2.6408, -0.7461, 3.7323], [-2.8157, -2.3350, 4.5158], [-1.0019, -2.0649, 6.4749], [0.1916, -0.8252, 6.0288], [-1.5275, -0.4518, 5.9729], [0.5107, -3.5097, 5.3215], [2.2301, -3.7421, 4.9854], [1.7316, -2.5855, 6.2247], [2.5463, -0.4971, 3.2674], [2.9525, -0.7659, 4.9643], [3.4707, -1.9359, 3.7419], [5.2273, 3.5210, -0.5072], [4.8708, 3.7703, -2.2152], [4.0109, 4.7110, -0.9942], [1.3784, 2.4137, -0.6629], [2.0251, 3.9083, 0.0151], [1.6486, 3.8189, -1.7164], [-3.2600, 2.6650, -2.6929], [-2.4841, 1.7443, -1.9726], [-2.4500, 1.7438, -0.6586], [-3.1348, 2.6742, 0.0613], [-3.9490, 3.6326, -0.5925], [-3.9956, 3.5887, -2.0052], [-4.6449, 4.5964, 0.1613], [-4.4539, 4.6340, 1.5156], [-3.6047, 3.7272, 2.1668], [-2.9564, 2.7032, 1.4851], [-2.1186, 1.7689, 2.0569], [-1.5147, 2.0503, 3.2917], [-2.2038, 2.1625, 4.4769], [-1.5592, 2.5583, 5.6682], [-0.2299, 2.8634, 5.6825], [0.5295, 2.7418, 4.4953], [1.8993, 3.0872, 4.4169], [2.5527, 3.0007, 3.2225], [1.8470, 2.5323, 2.0952], [0.5813, 2.1955, 2.1309], [-0.0982, 2.3065, 3.3020], [-3.2689, 2.6301, -3.7753], [-1.8989, 0.9816, -2.4777], [-4.6114, 4.3131, -2.5261], [-5.2938, 5.3015, -0.3426], [-4.9694, 5.3787, 2.1099], [-3.4406, 3.8383, 3.2280], [-3.2664, 1.9495, 4.4933], [-2.1424, 2.6396, 6.5780], [0.2574, 3.2113, 6.5858], [2.4077, 3.4342, 5.3099], [3.5971, 3.2710, 3.1307], [2.3333, 2.4340, 1.1256], [-4.3206, -4.0998, 0.7582], [-3.5174, -3.0278, 0.9543], [-2.2995, -3.1048, 0.8493], [-4.2114, -1.7404, 1.3346], [-3.6200, -0.5085, 0.6622], [-3.8989, -4.9952, 0.5802], [-5.3101, -4.0540, 0.9153], [-5.2755, -1.8175, 1.0931], [-4.1400, -1.6459, 2.4201], [-4.0919, 0.3782, 1.0840], [-3.8667, -0.5354, -0.4036]],
  "forces_ev_per_a": [[-0.36, 0.05, 0.40], [0.04, 0.11, 0.05], [0.08, -0.11, 0.03], [0.12, 0.14, -0.07], [-0.01, -0.30, 0.01], [0.01, 0.37, 0.05], [-0.08, -0.12, -0.15], [-0.13, 0.07, 0.10], [-0.24, 0.35, -0.08], [0.15, 0.19, 0.09], [0.05, 0.14, 0.02], [0.02, 0.24, 0.25], [0.16, 0.12, -0.05], [-0.01, 0.07, -0.07], [-0.01, 0.15, -0.07], [0.02, -0.12, -0.09], [-0.11, -0.11, -0.14], [-0.03, -0.11, 0.04], [0.07, -0.21, 0.27], [-0.22, 0.05, 0.20], [0.06, -0.01, -0.24], [0.16, 0.03, -0.28], [-0.07, -0.20, 0.11], [-0.09, 0.07, -0.03], [0.26, 0.08, 0.01], [0.04, -0.01, -0.01], [-0.05, 0.04, 0.30], [0.06, 0.01, -0.08], [-0.01, 0.14, 0.19], [0.02, 0.00, 0.16], [-0.01, -0.11, -0.05], [-0.04, 0.28, -0.52], [-0.02, 0.01, -0.04], [-0.03, 0.00, 0.02], [0.05, 0.00, 0.02], [0.01, 0.00, 0.02], [0.02, 0.00, 0.00], [0.03, 0.03, 0.03], [-0.18, -0.05, 0.03], [0.13, -0.06, -0.07], [0.02, 0.06, -0.08], [-0.04, -0.07, 0.00], [0.05, -0.01, 0.03], [-0.06, -0.11, 0.14], [-0.08, 0.01, 0.07], [-0.05, 0.00, 0.06], [-0.04, 0.01, -0.01], [0.03, 0.00, 0.00], [0.02, -0.04, 0.01], [0.00, -0.04, 0.00], [0.00, 0.04, 0.02], [0.00, 0.04, -0.05], [-0.02, 0.00, -0.03], [-0.01, -0.05, 0.01], [0.01, 0.03, -0.02], [-0.11, 0.02, 0.00], [-0.03, -0.01, 0.03], [0.04, 0.03, -0.03], [-0.08, -0.07, -0.02], [-0.01, -0.11, 0.16], [0.03, 0.10, -0.24], [-0.08, -0.09, 0.01], [0.03, -0.03, 0.04], [0.00, 0.00, 0.02], [-0.02, 0.04, -0.01], [0.02, 0.03, -0.01], [-0.03, -0.02, -0.01], [-0.05, 0.10, 0.00], [0.02, -0.01, -0.01], [0.00, 0.00, 0.00], [-0.05, 0.00, 0.00], [0.02, 0.13, -0.03], [-0.01, -0.01, 0.02], [-0.01, 0.04, -0.04], [0.01, 0.02, 0.02], [-0.02, 0.03, 0.01], [-0.02, -0.01, -0.01], [-0.27, -0.16, -0.02], [-0.04, 0.11, -0.27], [-0.01, -0.02, -0.01], [-0.04, 0.02, -0.18], [-0.14, -0.06, 0.12], [0.21, 0.18, -0.01], [-0.12, 0.24, -0.10], [0.09, -0.18, -0.01], [0.04, -0.06, 0.08], [-0.04, 0.10, 0.08], [-0.04, 0.03, -0.14], [0.17, -0.21, -0.02], [-0.05, 0.16, 0.02], [0.16, -0.64, -0.27], [0.41, 0.14, 0.17], [0.04, -0.26, -0.20], [0.00, 0.05, 0.15], [0.00, -0.07, 0.03], [-0.05, -0.09, -0.23], [0.00, 0.01, 0.05], [0.09, -0.05, 0.07], [-0.04, -0.28, 0.05], [-0.05, -0.12, -0.15], [-0.06, 0.21, 0.08], [0.02, -0.01, 0.08], [0.03, 0.05, -0.01], [0.03, -0.04, -0.01], [0.02, -0.01, 0.03], [0.06, 0.00, -0.01], [-0.09, -0.01, -0.01], [0.02, 0.02, -0.03], [0.01, 0.02, -0.04], [-0.03, -0.04, 0.00], [-0.01, -0.01, -0.03], [-0.04, 0.00, 0.00], [0.05, -0.24, 0.67], [0.10, 0.06, 0.05], [0.10, -0.17, -0.08], [-0.08, 0.14, -0.18], [0.07, 0.10, -0.06], [0.16, -0.19, 0.07], [0.03, -0.02, 0.00], [-0.03, 0.02, -0.02], [-0.01, 0.03, 0.03], [-0.12, -0.06, -0.06], [0.01, 0.02, -0.05], [0.15, 0.03, -0.04]],
  "lowdin_charge": [1.837, -0.063, -0.212, -0.078, -0.391, 0.113, -0.230, -0.178, -0.153, -0.193, -0.221, 0.096, -0.393, -0.202, -0.064, -0.082, -0.150, -0.064, -0.051, -0.189, -0.239, -0.031, -0.380, -0.140, -0.062, -0.045, -0.176, -0.055, -0.058, -0.146, -0.044, -0.087, 0.089, 0.085, 0.090, 0.088, 0.093, 0.082, 0.084, 0.100, 0.089, 0.122, 0.123, 0.100, 0.104, 0.097, 0.095, 0.079, 0.086, 0.084, 0.088, 0.073, 0.085, 0.090, 0.067, 0.079, 0.084, 0.086, 0.102, 0.123, 0.091, 0.074, 0.048, 0.080, 0.106, 0.093, 0.091, 0.081, 0.092, 0.095, 0.089, 0.077, 0.094, 0.097, 0.089, 0.080, 0.086, 0.056, 0.077, 0.095, -0.036, -0.121, -0.086, -0.169, -0.149, 0.012, -0.046, -0.064, -0.003, -0.239, -0.136, -0.259, -0.047, -0.076, -0.036, -0.153, -0.008, -0.036, -0.139, 0.105, -0.165, 0.111, 0.112, 0.126, 0.114, 0.112, 0.098, 0.121, 0.111, 0.116, 0.121, 0.109, 0.063, 0.181, -0.550, -0.010, -0.206, -0.317, 0.115, 0.104, 0.115, 0.091, 0.039, 0.049],
  "lumo_ev": -2.2,
  "charge": 1,
  "homo_ha": -0.351
}